[1]
Below is 5 unconnected molecules or ions with the total composition C7H18BCl12N2O4P2, with properties calculated with ωB97M-V with the def2-TZVPD basis set.

Geometry as ORCA input:
```
! RIJCOSX wB97M-V def2-TZVPD def2/J DEFGRID3
* xyz 1 1
H -2.1860 -0.1559 -2.5916
Cl 2.7908 -0.2769 -3.3243
Cl 1.3244 3.0845 3.8183
Cl -2.3321 4.3297 8.2579
H -1.8369 1.9322 -1.6645
H -0.2555 -0.1746 0.8907
H 0.1994 0.2935 -2.3038
O 2.0309 -2.9538 0.9155
O 2.1479 1.8334 -0.7796
H -3.6270 2.2812 -0.2287
C 0.0673 3.7376 2.7831
H -0.2922 -4.2778 0.5024
C 4.0183 -0.6303 -4.5807
H -3.0443 -1.0065 -0.2785
C -0.2988 -0.4765 -1.7094
C -1.7910 -0.1815 -1.5714
Cl -2.1567 -4.5526 -2.7468
H 1.7485 1.0115 1.9840
H 1.7087 2.5058 -0.2303
Cl 0.5860 -4.1659 -3.6648
P 2.6106 0.4696 -0.0499
H 2.3490 -2.5390 1.7272
H -1.3495 1.3348 -0.0904
Cl 0.7154 4.2834 1.2289
Cl -1.2172 2.5436 2.5311
P 0.5821 -0.6722 -0.1233
Cl -1.2142 -5.8900 -5.1409
B 0.8638 -2.5960 0.3225
Cl 4.4069 0.8230 -5.4728
H -0.4506 -6.1337 -2.9480
H -1.0333 -3.0597 -0.3807
H -3.7080 0.7528 0.2656
N -0.1522 -3.4569 -0.0744
C -0.9731 3.8304 7.2704
N -3.4531 1.3290 -0.5302
O 2.5898 0.8722 1.5212
H -0.3768 4.5900 3.2830
Cl 3.4314 -1.9092 -5.6219
C -2.0590 1.1707 -0.9139
H -0.1276 3.6378 7.9179
C -0.7691 -5.2933 -3.5511
O -2.3582 -1.2987 -0.8907
Cl -1.3349 2.3396 6.3928
Cl -0.5003 5.1152 6.1476
H -0.1798 -1.4287 -2.2338
H 4.9056 -0.9718 -4.0638
*
```

Summary:
Frontier orbital gap ... 9.8 eV
Total energy ... -188241.3061 eV


[2]
Below is C2H3NO2 in the gas phase at a distorted geometry, with properties calculated with ωB97M-V with the def2-TZVPD basis set.

Geometry as ORCA input:
```
! RIJCOSX wB97M-V def2-TZVPD def2/J DEFGRID3
* xyz 0 1
N -0.5351 -0.7069 0.1674
H -0.8976 0.1195 2.0799
C -0.2421 0.1200 1.2387
H -0.7723 -1.2187 -1.8308
C -0.2609 -0.4738 -1.2344
O 0.6983 0.8679 1.5036
O 0.5063 0.3365 -1.7258
H -1.2026 -1.4651 0.3305
*
```

Summary:
Frontier orbital gap ... 10.6 eV
Total energy ... -7707.0282 eV
SMILES ... O=CNC=O
Energy relative to the best compared isomer or geometry (same formula, charge and spin) ... 78.62 kJ/mol


[3]
Below is a molecular structure, C13H44FeN3O8 at a distorted geometry, with properties calculated with ωB97M-V with the def2-TZVPD basis set.

Geometry as ORCA input:
```
! RIJCOSX wB97M-V def2-TZVPD def2/J DEFGRID3
* xyz 1 7
H 22.7847 -7.1235 -23.6728
C 15.5776 -1.0032 -27.2472
O 19.8889 -5.9363 -26.2531
N 19.7727 -2.2782 -26.9840
H 24.3499 -7.6555 -25.3637
H 19.3138 -4.9993 -29.3124
H 22.0395 0.7261 -22.9488
O 22.4439 -7.5479 -22.8854
H 17.9921 -9.2692 -26.1999
H 23.8074 -5.8315 -27.5537
C 16.0875 -3.2676 -26.8741
C 23.4304 -3.2688 -26.9137
H 20.4838 0.9297 -26.5240
H 23.3271 -4.9907 -25.0236
H 23.2226 -7.7577 -22.3697
Fe 19.1397 -7.2949 -27.5849
O 16.4291 -1.9310 -26.5388
H 14.6004 -3.3002 -25.3730
C 25.3520 -5.4133 -24.4665
H 16.1127 -4.4562 -23.5495
O 17.2615 -6.5633 -27.2315
O 24.5474 -4.0038 -27.2413
H 22.3323 -0.8851 -23.3452
H 16.7352 -6.6446 -28.0269
H 19.8367 -3.1914 -26.5572
H 19.3443 -6.3408 -30.0133
H 19.1232 -8.8371 -25.2911
H 16.4672 -2.8721 -24.0215
C 20.3960 -1.2355 -26.2090
H 21.1936 -5.0485 -24.9945
C 20.1269 -5.2516 -25.0890
O 18.7049 -8.6344 -26.1279
H 20.2666 -2.2188 -24.2477
H 21.4782 -1.2631 -26.3360
C 20.0051 -1.2523 -24.6787
H 14.5503 -0.9897 -26.8830
H 18.9195 -1.2143 -24.5884
H 22.5131 0.4022 -24.6240
C 24.5021 -5.3698 -26.8519
H 19.6369 -4.2845 -25.2017
H 23.2528 -3.1932 -25.8409
O 20.5487 -0.1371 -23.9407
H 25.4947 -5.7009 -27.1570
H 15.7007 -1.0696 -28.3282
H 18.8919 0.2091 -26.7727
H 15.9129 0.0123 -27.0365
C 15.4987 -3.8788 -25.5886
H 22.9765 -7.1789 -26.0027
H 16.6538 -6.2215 -26.5756
H 17.4046 -4.2495 -24.7455
C 21.9312 0.0302 -23.7807
N 23.6069 -6.9831 -25.2383
H 14.9311 -5.6022 -24.8693
H 17.0035 -3.8104 -27.1073
C 16.4295 -3.8851 -24.4222
H 25.6838 -4.3814 -24.5816
H 18.7910 -2.0555 -26.9018
H 23.6303 -2.2512 -27.2495
H 20.1454 0.0455 -28.0299
H 22.4872 -3.5585 -27.3770
H 25.0480 -5.6259 -23.4415
H 15.4429 -3.4232 -27.7392
N 15.1585 -5.2986 -25.8054
O 19.2837 -5.9413 -29.1455
C 19.9583 0.0783 -26.9565
H 19.8182 -5.7286 -24.1588
C 24.1366 -5.6497 -25.3374
H 14.2840 -5.4748 -26.2791
H 26.1707 -6.0918 -24.7062
*
```

Summary:
Frontier orbital gap (spin up / spin down) ... 6.8 / 5.6 eV
Total energy ... -69420.3361 eV


[4]
Below is a molecular structure, C14H34AlN4O5 at a distorted geometry, with properties calculated with ωB97M-V with the def2-TZVPD basis set.

Geometry as ORCA input:
```
! RIJCOSX wB97M-V def2-TZVPD def2/J DEFGRID3
* xyz -1 1
H -0.8386 0.7007 -1.8323
H 5.0810 -2.2294 4.3788
C -1.3090 6.7740 -0.3734
H 2.9830 0.2527 -7.3093
O -2.7521 -1.0361 0.7981
H -5.9540 -5.3263 1.7807
H -3.2670 -6.3384 0.8844
H -1.9832 3.2265 0.4314
H 3.7840 -1.7356 5.4908
H 4.2469 2.1161 -3.1169
Al 0.3878 0.3126 -0.8521
C -0.2133 5.7429 -0.4619
O 2.9082 -0.0149 -3.1204
H -2.2237 6.3901 -0.8296
N 2.4805 0.2747 -5.2997
H 0.8413 1.6238 -0.0630
H -1.2571 3.8719 1.9205
H -0.2757 -0.6755 1.6045
H 1.5169 1.1741 -6.8973
H -5.8215 -3.8332 -0.0207
O 0.8320 5.9566 -1.0651
C 2.5124 -0.5543 3.4193
H 3.1669 0.5036 5.1653
C -5.1929 -6.1014 1.7421
N -4.0333 -5.6890 0.9809
H 1.7525 -0.5657 5.4238
C -3.8189 -4.4979 0.3489
H 0.3887 -2.0162 0.4531
C 3.8559 1.9384 -4.1176
C -1.7602 -1.4125 0.1152
H -4.5866 -2.5657 -0.1161
C 2.5368 0.9383 -6.5842
N 3.3365 -1.6425 3.4283
C 4.0035 -2.2513 4.5591
H -5.6120 -6.9971 1.2769
H 0.3563 3.9046 0.0557
C -0.2741 -1.0898 0.5499
N -0.4181 4.5519 0.1543
H 3.6760 -3.2910 4.6357
C -4.9000 -3.4546 0.4297
H -4.8720 -6.3441 2.7579
H 3.1225 1.8537 -6.5471
C 2.2361 0.1289 4.7332
H 1.5117 -0.3165 -1.7717
H 1.5678 0.9727 4.5678
O -2.7773 -4.3069 -0.2550
H -5.0752 -3.1755 1.4704
H 1.9594 -0.5863 -5.2269
H -2.3471 4.8890 0.9500
H 3.4754 -2.0476 2.5140
C -1.5770 4.1215 0.9069
O 2.0281 -0.1668 2.3731
H 3.2210 2.7828 -4.3957
H -1.8854 -1.9704 -0.8728
H -1.0055 7.6720 -0.9108
H -1.4912 7.0399 0.6700
C 3.0547 0.6629 -4.1217
H 4.6980 1.8556 -4.8092
*
```

Summary:
Frontier orbital gap ... 6.6 eV
Total energy ... -37864.8249 eV


[5]
Below is a molecular structure, C27H17BrI2N3O5RhS at a distorted geometry, with properties calculated with ωB97M-V with the def2-TZVPD basis set.

Geometry as ORCA input:
```
! RIJCOSX wB97M-V def2-TZVPD def2/J DEFGRID3
* xyz 0 5
H 0.1025 -3.9760 1.2410
C -0.8901 -2.1725 -0.6543
H 1.4230 1.5092 -2.6647
C 4.1455 0.5673 3.0134
C -0.4607 -5.7829 0.2239
I 4.2529 0.3131 5.9960
O -2.0057 1.1531 -5.6067
C 0.1698 5.6328 0.3225
C 0.9999 0.3194 5.0763
Rh -0.3043 0.8247 0.1330
C -0.3525 0.3001 4.8176
C -0.0151 3.6140 -0.9820
H 0.0799 5.3577 2.4499
O -0.3950 -1.4232 0.2384
S -2.2834 -2.9596 -2.7322
C 0.0627 4.8774 1.4787
C -0.7995 0.3872 3.5024
C -0.9918 -3.5822 -0.5802
C -1.3047 0.8069 -4.5140
C 2.1944 0.6332 1.5439
C 1.9044 0.4210 4.0086
H 5.2187 0.5919 3.1361
H 0.3916 2.1327 -4.8229
H -2.7606 -0.6416 -3.9287
C -1.7291 -5.5571 -1.8271
C 3.3241 0.4522 4.1225
H -0.1753 2.9391 2.3276
N -1.4696 -1.6929 -1.8649
C 0.5022 1.0407 -2.9923
H -1.1263 -7.4393 -0.9992
H 1.3634 0.2596 6.0927
C -1.0889 -0.5588 -2.5614
O -3.6923 -2.7332 -2.6339
H -2.2525 -5.9778 -2.6766
H 0.2697 6.7091 0.3789
C 0.1278 4.9950 -0.9072
H 0.0196 -6.4291 0.9486
C -0.4040 -4.4191 0.3937
C 1.3519 0.5102 2.7118
H -1.0661 0.2151 5.6247
Br -2.6183 1.0781 0.1477
N 0.0046 0.1206 -2.1605
C -1.1111 -6.3648 -0.8795
C -0.0796 3.4967 1.4054
O 1.6852 0.7193 0.3941
O -1.7106 -3.0737 -4.0414
H -1.8545 0.3757 3.2566
H -1.5431 1.8287 -6.1089
I 4.8005 0.8438 0.0566
H -0.0671 3.1565 -1.9583
H 0.1998 5.5728 -1.8207
N 0.0335 0.4951 2.4847
C -0.1075 2.8499 0.1732
C -1.6719 -4.1925 -1.6544
C -0.0789 1.3953 -4.1840
C 3.6004 0.6550 1.7450
C -1.8180 -0.1738 -3.6897
*
```

Summary:
Frontier orbital gap (spin up / spin down) ... 3.5 / 4.8 eV
Total energy ... -143067.0903 eV
Energy relative to the best compared isomer or geometry (same formula, charge and spin) ... 65.97 kJ/mol


[6]
Below is C4H7FN2S in the gas phase at a distorted geometry, with properties calculated with ωB97M-V with the def2-TZVPD basis set.

Geometry as ORCA input:
```
! RIJCOSX wB97M-V def2-TZVPD def2/J DEFGRID3
* xyz 0 1
C 0.3774 -0.0582 0.9009
C -0.2117 0.5388 -0.3716
N -1.9125 -0.5429 0.5846
H -0.6275 0.8340 -2.4742
F 0.8296 2.1319 -1.6299
H 1.0569 0.0859 -2.1806
N -1.4190 0.1873 -0.4582
H 0.3455 -2.0786 -0.1913
H -2.7796 -0.2643 0.8697
H -1.4103 0.8951 2.1490
S 1.3990 -1.4056 0.5625
C 0.3343 0.7737 -1.8339
C -0.9888 -0.1771 1.7117
H 0.8916 0.6311 1.5127
H -1.0734 -0.7737 2.6566
*
```

Summary:
Frontier orbital gap ... 9.9 eV
Total energy ... -20791.2981 eV
SMILES ... FCC1=NNC[C@H]1S
Energy relative to the best compared isomer or geometry (same formula, charge and spin) ... 312.57 kJ/mol


[7]
Below is a molecular structure, CH3ClN2O2 at a distorted geometry, with properties calculated with ωB97M-V with the def2-TZVPD basis set.

Geometry as ORCA input:
```
! RIJCOSX wB97M-V def2-TZVPD def2/J DEFGRID3
* xyz 0 1
H 1.2199 -0.9583 -0.4039
O -1.7705 -1.1224 -0.8944
C 0.5057 0.7526 0.4480
N 0.4474 -0.3533 -0.4042
H 1.1393 1.5889 -0.0376
O -0.4781 -1.1859 0.1847
H -0.4869 1.0604 0.6185
Cl 1.1084 0.4922 2.1219
N -1.6853 -0.2742 -1.6330
*
```

Summary:
Frontier orbital gap (spin up / spin down) ... 8.8 / 8.8 eV
Total energy ... -20677.0754 eV
Energy relative to the best compared isomer or geometry (same formula, charge and spin) ... 375.25 kJ/mol


[8]
Below is a molecular structure, C28H43AsN6O5RuS5Si, with properties calculated with ωB97M-V with the def2-TZVPD basis set.

Geometry as ORCA input:
```
! RIJCOSX wB97M-V def2-TZVPD def2/J DEFGRID3
* xyz -1 6
S 2.6695 3.0183 -2.6836
H -6.6601 2.0484 2.7555
O 0.3751 -2.7866 2.3334
N 1.8537 -0.2093 3.7346
C -6.1301 -0.5868 2.1056
H -1.4407 -5.2666 -1.8851
H 4.9835 -0.1153 -1.5041
H -6.2234 1.4057 -2.4059
C -3.6565 -3.9575 -0.2649
H -1.2364 0.4682 7.9257
N 0.5976 -2.5685 -2.2258
H -3.4081 2.3578 -3.3847
C 4.7997 -0.1680 0.6654
C 3.9196 -0.0918 1.7074
H -3.5239 3.8353 -1.3286
C -4.8884 0.3958 4.0464
H -5.8060 0.5206 4.6222
C -0.3190 0.2545 4.6676
N 0.4961 -2.2831 0.0737
H 0.5572 -5.2474 1.1057
C 1.5295 0.0758 2.4334
C -5.1627 0.5035 2.5493
H -5.9174 1.9598 1.1507
S -0.7752 4.0288 -3.1901
H -5.4345 -3.1165 -2.2281
H -6.3409 -0.4999 1.0408
H 1.1720 -0.0808 8.2230
H -5.7033 -1.5704 2.2905
O -1.9130 0.1841 0.2394
H -2.8627 -2.9210 -2.6469
H -7.0689 -0.4955 2.6535
H 4.2865 -0.1021 2.7248
C -5.7361 2.2251 -1.8776
C -1.1183 0.4520 5.7893
C -5.7260 1.8803 2.2182
H 0.1534 -5.1672 -2.6716
C 2.5330 0.0567 1.4460
C 1.5606 -0.1508 6.1215
S 0.0004 0.6820 -2.2079
H 0.2263 -3.0557 -3.0201
H -1.1366 -4.7171 0.9378
H -2.5087 1.1643 -2.4759
N 2.0920 0.1941 0.1448
O -3.9028 0.3593 1.9251
C -5.3227 -2.4476 -1.3733
C 4.3239 -0.0841 -0.6518
C -3.5176 1.4855 -2.7418
C 0.7499 0.0173 7.2319
H 5.8591 -0.2702 0.8608
H 2.7461 -0.6477 3.8906
H -1.8792 -2.1611 -1.3688
H -4.1826 1.1714 4.3410
H 0.6549 -1.5534 -2.3050
H -2.6434 2.6569 -0.3844
C -0.3586 -5.3152 -1.7214
H -4.0196 0.6896 -3.2950
H -4.2380 3.2010 0.1724
H 2.5741 0.2568 -1.8453
C 2.9731 0.1234 -0.8492
H 2.6141 -0.3737 6.2418
C -0.0997 -4.4921 0.6708
H -5.5209 -1.4267 -1.6918
Si -3.4719 -0.0806 0.4134
H -3.7317 -4.6950 -1.0652
S -1.0679 0.2657 3.0866
As 0.6655 2.9888 -2.1214
C -0.5954 0.3247 7.0664
H -6.0586 -2.7231 -0.6172
H -6.3230 2.4635 -0.9924
H -2.1654 0.6867 5.6505
H -5.7227 3.1003 -2.5271
H -0.1023 -6.3164 -1.3758
C 1.0346 -0.0366 4.8396
C 0.2866 -3.0890 1.1689
C -2.8643 -2.1894 -1.8364
H -5.0129 2.6532 2.5027
C -3.6433 2.9473 -0.7058
O -3.8071 -1.6949 0.3368
H -2.6575 -4.0053 0.1749
H -3.0512 -1.2089 -2.2645
H -4.3800 -4.2064 0.5105
N 0.2813 0.4220 2.0516
O -4.4434 0.6506 -0.6851
C -4.3131 1.8327 -1.4938
N 0.0913 -4.3515 -0.7543
C -3.9154 -2.5474 -0.7913
H -4.4536 -0.5751 4.2790
S 0.3446 2.9906 0.0586
Ru -0.0114 0.5043 0.0217
C 0.3837 -3.0462 -0.9898
*
```

Summary:
Frontier orbital gap (spin up / spin down) ... 5.3 / 5.5 eV
Total energy ... -174396.1391 eV
Energy relative to the best compared isomer or geometry (same formula, charge and spin) ... 120.04 kJ/mol


| no. | molecular weight (g/mol) |
| --- | --- |
| 1 | 692.43 |
| 2 | 73.05 |
| 3 | 426.35 |
| 4 | 365.43 |
| 5 | 932.13 |
| 6 | 134.18 |
| 7 | 110.50 |
| 8 | 908.10 |